Below is 14 unconnected molecules or ions with the total composition C69H75N9O23 at a distorted geometry, with properties calculated with ωB97M-V with the def2-TZVPD basis set.

E_tot = -133246.0979 eV
strongest force on any atom = 3.4 eV Å⁻¹
ΔE to the lowest compared entry with this formula, charge and spin = 1.581 eV
Kohn-Sham gap = 7.57 eV

Last column: Mulliken charge in e.
Element x y z (Å)
C: -5.055 -5.300 0.775  -0.476
C: -3.693 -5.405 0.951  -1.170
C: -2.951 -4.393 1.482  0.946
C: -3.587 -3.229 1.834  -0.539
C: -4.968 -3.137 1.745  -0.457
C: -5.710 -4.177 1.196  -0.700
N: -2.886 -1.997 2.255  1.091
O: -3.511 -0.972 2.627  -0.682
O: -1.677 -1.955 2.357  -0.085
H: -5.670 -6.076 0.344  0.462
H: -3.196 -6.279 0.558  0.580
H: -1.887 -4.547 1.579  0.191
H: -5.480 -2.204 1.930  0.556
H: -6.766 -4.067 0.997  0.428
C: 5.567 0.891 0.374  -0.049
C: 6.225 0.130 -0.573  -0.624
C: 7.593 -0.132 -0.533  -0.558
C: 8.372 0.386 0.542  -0.301
C: 7.694 1.127 1.479  -0.310
C: 6.297 1.336 1.477  -0.477
N: 9.830 0.162 0.603  0.943
O: 10.343 -0.184 -0.401  -0.574
O: 10.418 0.412 1.640  -0.596
H: 4.509 1.101 0.323  0.665
H: 5.655 -0.247 -1.409  0.310
H: 8.099 -0.802 -1.212  0.454
H: 8.236 1.606 2.280  0.422
H: 5.866 1.926 2.273  0.677
C: -3.425 1.053 -6.258  -0.538
C: -2.933 0.158 -7.253  -0.794
C: -2.503 -1.107 -6.884  -0.611
C: -2.502 -1.416 -5.484  -0.905
C: -2.965 -0.481 -4.548  0.769
C: -3.430 0.737 -4.919  -0.796
N: -2.027 -2.783 -5.038  0.986
O: -1.991 -3.661 -5.881  -0.640
O: -1.790 -2.978 -3.861  -0.143
H: -3.896 1.981 -6.549  0.572
H: -3.008 0.344 -8.314  0.396
H: -2.318 -1.877 -7.618  0.504
H: -2.977 -0.773 -3.508  0.599
H: -3.856 1.450 -4.229  0.630
C: 2.537 5.586 -3.265  -0.396
C: 2.649 4.575 -2.254  -0.400
C: 3.779 4.513 -1.381  0.410
C: 4.837 5.390 -1.545  -0.614
C: 4.661 6.382 -2.557  -0.315
C: 3.561 6.497 -3.379  -0.596
N: 6.133 5.261 -0.851  1.056
O: 7.016 5.992 -1.119  -0.619
O: 6.259 4.374 -0.024  -0.584
H: 1.668 5.549 -3.904  0.428
H: 1.869 3.829 -2.231  0.406
H: 3.837 3.706 -0.664  0.470
H: 5.442 7.117 -2.684  0.400
H: 3.555 7.314 -4.085  0.390
C: -4.476 -3.504 -2.126  0.502
C: -5.079 -2.243 -2.017  -0.730
C: -5.926 -1.850 -3.035  -0.280
C: -6.117 -2.568 -4.254  -0.496
C: -5.505 -3.824 -4.330  -0.245
C: -4.765 -4.294 -3.223  -0.698
N: -6.977 -2.068 -5.394  1.012
O: -7.139 -2.770 -6.352  -0.590
O: -7.510 -0.963 -5.262  -0.618
H: -3.823 -3.886 -1.355  0.318
H: -4.935 -1.592 -1.168  0.493
H: -6.441 -0.901 -3.028  0.437
H: -5.633 -4.471 -5.186  0.496
H: -4.308 -5.265 -3.344  0.374
C: -1.606 -6.179 5.487  -0.524
C: -1.001 -6.873 4.485  -0.504
C: -0.247 -6.205 3.559  -0.052
C: -0.016 -4.851 3.660  -0.190
C: -0.564 -4.120 4.768  -0.501
C: -1.335 -4.797 5.655  -0.568
N: 0.753 -4.159 2.572  1.041
O: 0.918 -4.703 1.504  -0.535
O: 1.408 -3.197 2.980  -0.528
H: -2.350 -6.616 6.136  0.386
H: -1.241 -7.912 4.317  0.385
H: 0.045 -6.838 2.734  0.384
H: -0.318 -3.075 4.883  0.621
H: -1.812 -4.192 6.412  0.453
C: 1.166 5.620 6.312  -0.427
C: 1.328 6.489 5.227  -0.473
C: 1.922 6.049 4.074  -0.546
C: 2.255 4.685 3.971  0.027
C: 2.042 3.810 5.060  0.167
C: 1.521 4.318 6.262  -0.706
N: 2.930 4.237 2.704  1.049
O: 2.710 4.887 1.691  -0.584
O: 3.767 3.361 2.738  -0.463
H: 0.735 5.976 7.236  0.395
H: 1.130 7.545 5.334  0.426
H: 2.023 6.662 3.190  0.419
H: 2.353 2.784 4.933  0.246
H: 1.444 3.627 7.088  0.448
C: 1.394 1.567 0.477  0.576
C: 1.420 0.346 1.140  -0.089
C: 0.520 -0.651 0.823  -0.751
C: -0.473 -0.389 -0.125  -0.076
C: -0.531 0.855 -0.726  -0.688
C: 0.448 1.840 -0.489  -0.995
N: -1.413 -1.451 -0.542  0.989
O: -2.479 -1.130 -1.143  -0.594
O: -1.019 -2.620 -0.437  0.211
H: 2.105 2.328 0.764  -0.112
H: 2.147 0.040 1.878  0.641
H: 0.605 -1.541 1.430  -0.229
H: -1.300 1.059 -1.457  0.395
H: 0.411 2.822 -0.937  0.546
C: -3.633 4.770 -6.848  -0.531
C: -4.390 4.500 -5.737  -0.496
C: -3.809 4.176 -4.495  -0.121
C: -2.426 4.012 -4.421  -0.085
C: -1.713 4.230 -5.593  -0.188
C: -2.309 4.536 -6.788  -0.556
N: -1.725 3.533 -3.219  1.071
O: -0.512 3.767 -3.103  -0.525
O: -2.429 3.051 -2.360  -0.532
H: -4.077 5.017 -7.801  0.397
H: -5.468 4.493 -5.794  0.362
H: -4.522 3.891 -3.735  0.398
H: -0.647 4.067 -5.654  0.416
H: -1.667 4.619 -7.652  0.400
C: 3.085 -0.472 5.940  -1.207
C: 3.562 -0.025 4.590  0.895
O: 3.009 0.877 4.008  0.168
C: 4.707 -0.811 3.985  -1.208
H: 2.438 -1.346 5.873  0.139
H: 2.538 0.315 6.459  0.231
H: 3.907 -0.828 6.561  0.471
H: 5.151 -0.432 3.064  0.005
H: 4.305 -1.807 3.801  0.291
H: 5.536 -0.779 4.693  0.495
C: -1.651 5.670 3.177  -1.104
C: -1.468 4.169 3.075  0.545
O: -1.539 3.396 4.014  -0.440
C: -1.298 3.584 1.649  -0.145
H: -2.243 6.128 2.384  0.390
H: -0.608 5.963 3.059  0.073
H: -1.968 5.833 4.207  0.339
H: -0.579 4.252 1.175  0.282
H: -2.246 3.686 1.123  0.452
H: -0.853 2.596 1.769  -0.425
C: -0.016 0.449 4.468  1.109
C: -0.910 0.093 5.650  0.552
O: -0.526 -0.602 6.541  -0.610
C: -2.307 0.683 5.715  -1.167
H: 0.814 -0.246 4.346  -0.365
H: 0.384 1.463 4.458  -0.130
H: -0.664 0.367 3.595  -0.201
H: -2.537 1.278 4.831  0.201
H: -2.585 1.262 6.596  0.359
H: -3.028 -0.134 5.702  0.294
C: -1.015 -5.873 -1.184  0.284
C: -0.369 -6.568 -2.345  0.242
O: 0.068 -7.677 -2.249  -0.610
C: -0.316 -5.835 -3.718  -0.357
H: -0.909 -6.480 -0.285  0.323
H: -2.080 -5.654 -1.261  -0.063
H: -0.637 -4.866 -1.005  -0.248
H: 0.001 -6.505 -4.517  0.397
H: 0.564 -5.206 -3.581  -0.060
H: -1.179 -5.266 -4.064  0.036
C: 1.523 -2.482 -3.155  -0.238
C: 2.456 -2.927 -2.034  0.623
O: 2.580 -4.133 -1.858  -0.615
C: 3.166 -1.811 -1.246  -0.728
H: 1.043 -1.513 -3.018  0.162
H: 0.777 -3.260 -3.318  -0.627
H: 2.162 -2.402 -4.034  0.614
H: 3.677 -1.165 -1.959  0.340
H: 3.932 -2.275 -0.624  0.455
H: 2.474 -1.259 -0.609  -0.063

Below is a molecular structure, C5H7NO, with properties calculated with ωB97M-V with the def2-TZVPD basis set.

E_tot = -8833.9402 eV
strongest force on any atom = 0.5 eV Å⁻¹
ΔE to the lowest compared entry with this formula, charge and spin = 2.263 eV
Kohn-Sham gap = 10.29 eV

Last column: Mulliken charge in e.
Element x y z (Å)
C: -1.947 -0.147 0.033  -1.118
C: -0.453 -0.088 0.056  0.473
N: 0.190 -0.935 1.051  -0.545
C: 0.765 0.362 0.902  -0.054
C: 1.705 0.346 -0.314  -0.729
C: 0.399 0.320 -1.113  0.464
O: 0.077 0.825 -2.160  -0.592
H: -2.405 0.613 -0.603  0.312
H: -2.365 -0.142 1.043  0.338
H: -2.164 -1.124 -0.420  0.266
H: 0.769 -1.687 0.693  0.255
H: 0.804 1.071 1.721  0.382
H: 2.251 -0.602 -0.396  0.238
H: 2.375 1.187 -0.492  0.310

Below is a molecular structure, C16H18BrI2NO3SrTe at a distorted geometry, with properties calculated with ωB97M-V with the def2-TZVPD basis set.

E_tot = -118889.7869 eV
strongest force on any atom = 4.2 eV Å⁻¹
ΔE to the lowest compared entry with this formula, charge and spin = 0.000 eV
Kohn-Sham gap = 4.98 eV

Last column: Mulliken charge in e.
Element x y z (Å)
Sr: 1.726 0.134 0.468  1.302
I: 3.148 2.305 3.317  0.117
C: 4.249 0.411 3.528  -0.964
I: 5.196 -0.193 1.600  0.082
H: 3.556 -0.319 3.887  0.447
H: 5.128 0.458 4.228  0.394
O: 4.857 0.807 -5.951  -0.526
C: 4.457 0.511 -4.716  0.691
C: 4.560 -0.762 -4.137  -0.505
C: 3.878 -0.966 -2.935  -0.648
N: 3.447 0.025 -2.144  -0.133
C: 3.459 1.240 -2.582  0.427
Br: 3.056 2.764 -1.571  -0.163
C: 3.911 1.542 -3.918  -0.517
H: 5.686 0.363 -6.242  0.346
H: 5.250 -1.577 -4.578  0.223
H: 3.892 -1.914 -2.490  0.547
H: 3.619 2.567 -4.331  0.285
C: -6.528 -1.137 1.344  -1.306
C: -5.182 -0.509 1.131  0.347
C: -4.722 0.491 1.993  -0.640
C: -3.451 1.040 1.959  1.102
C: -3.061 2.106 2.881  -1.606
C: -2.607 0.704 0.854  -0.580
Te: -1.019 2.010 0.218  -0.376
C: -2.941 -0.407 0.056  1.208
C: -1.902 -0.902 -0.917  -1.371
C: -4.184 -0.977 0.208  -0.632
H: -7.295 -0.413 1.010  0.306
H: -6.635 -1.459 2.345  0.357
H: -6.591 -1.953 0.560  0.302
H: -5.429 0.993 2.685  0.293
H: -3.714 2.039 3.756  0.440
H: -3.218 3.093 2.442  0.334
H: -1.966 2.009 3.158  0.299
H: -0.952 -1.026 -0.521  0.095
H: -1.797 -0.222 -1.741  0.392
H: -2.259 -1.899 -1.212  0.383
H: -4.447 -1.870 -0.428  0.108
O: 2.196 -2.245 0.526  -0.780
C: 1.693 -2.325 1.702  0.257
O: 0.694 -1.616 2.040  -0.707
H: 2.240 -2.922 2.517  0.369